(1)
A 9-piece molecular cluster, C44H108F8N7O19P2S8 overall at a distorted geometry, computed with the ωB97M-V functional and the def2-TZVPD basis.

```
196
Properties=species:S:1:pos:R:3
C 0.61 3.42 2.43
C 1.31 2.28 1.62
C 1.51 0.94 2.38
O 2.61 0.91 3.18
C 3.11 -0.38 3.64
N 0.32 2.11 0.49
H 0.57 1.28 -0.04
H -0.60 1.91 0.86
H -0.03 2.89 -0.04
H 0.23 4.21 1.78
H 1.23 3.85 3.21
H -0.28 3.06 2.95
H 2.19 2.63 1.06
H 1.60 0.24 1.56
H 0.58 0.81 2.94
H 3.90 -0.18 4.36
H 3.77 -0.77 2.86
H 2.37 -1.12 3.94
C 1.85 0.77 -4.84
C 1.60 2.11 -4.22
C 1.05 3.08 -5.22
O 0.81 4.37 -4.74
C 0.39 5.46 -5.62
N 0.55 1.94 -3.12
H 0.75 1.31 -2.36
H 0.43 2.83 -2.66
H -0.38 1.71 -3.44
H 2.08 -0.03 -4.14
H 2.73 1.11 -5.40
H 1.08 0.55 -5.58
H 2.45 2.61 -3.76
H 0.28 2.58 -5.80
H 1.78 3.23 -6.02
H 0.53 6.39 -5.06
H -0.63 5.20 -5.91
H 1.12 5.49 -6.43
C -5.12 1.98 -1.35
C -4.51 0.60 -0.99
C -5.36 -0.43 -1.72
O -4.75 -1.64 -1.42
C -5.48 -2.76 -1.92
N -3.02 0.57 -1.26
H -2.58 1.02 -0.47
H -2.80 -0.41 -1.40
H -2.62 1.05 -2.05
H -4.40 2.72 -0.99
H -6.05 2.15 -0.81
H -5.42 1.95 -2.40
H -4.55 0.30 0.05
H -5.36 -0.25 -2.80
H -6.38 -0.42 -1.33
H -4.99 -3.60 -1.43
H -5.46 -2.95 -2.99
H -6.54 -2.81 -1.70
C -0.89 -3.33 3.62
C -1.41 -3.83 2.26
C -2.97 -3.86 2.21
C -3.66 -5.08 2.81
P -5.27 -4.78 3.39
C -6.24 -3.57 2.36
C -7.72 -3.55 2.60
C -8.51 -2.41 1.91
C -8.91 -2.78 0.53
C -5.11 -4.08 5.05
C -4.50 -2.73 5.21
C -4.20 -2.48 6.72
C -3.88 -1.00 6.99
C -6.24 -6.28 3.51
C -6.29 -7.09 2.14
C -6.78 -8.55 2.38
C -8.13 -8.75 3.19
H 0.19 -3.38 3.77
H -1.25 -3.95 4.45
H -0.98 -2.25 3.69
H -1.10 -4.82 1.90
H -1.10 -3.12 1.49
H -3.20 -3.95 1.15
H -3.32 -2.91 2.62
H -3.07 -5.53 3.62
H -3.72 -6.02 2.26
H -6.08 -3.84 1.31
H -5.80 -2.57 2.34
H -7.79 -3.45 3.68
H -8.20 -4.51 2.40
H -7.92 -1.50 2.05
H -9.37 -2.35 2.58
H -8.08 -2.63 -0.17
H -9.77 -2.23 0.14
H -9.14 -3.85 0.55
H -4.56 -4.88 5.56
H -6.04 -4.29 5.58
H -5.20 -1.98 4.83
H -3.57 -2.71 4.65
H -3.41 -3.14 7.10
H -5.07 -2.80 7.30
H -4.78 -0.41 7.15
H -3.26 -0.60 6.18
H -3.38 -0.93 7.95
H -7.19 -6.02 3.97
H -5.95 -6.95 4.33
H -5.35 -7.19 1.60
H -6.82 -6.45 1.44
H -5.99 -9.00 2.99
H -6.91 -9.12 1.46
H -8.85 -8.22 2.56
H -7.97 -8.36 4.20
H -8.38 -9.79 3.35
C 4.48 6.26 1.98
C 4.88 4.82 2.23
C 5.50 4.03 1.15
C 6.62 4.61 0.38
P 7.04 3.94 -1.34
C 6.86 2.12 -1.23
C 7.26 1.51 0.16
C 8.14 0.26 0.05
C 7.32 -0.97 -0.49
C 5.94 4.60 -2.54
C 6.31 4.15 -4.00
C 5.57 5.08 -4.98
C 4.03 5.05 -5.14
C 8.81 4.35 -1.61
C 9.77 3.09 -1.65
C 11.25 3.55 -1.72
C 11.81 4.14 -0.40
H 3.64 6.54 2.61
H 4.14 6.36 0.95
H 5.36 6.82 2.28
H 4.01 4.22 2.50
H 5.63 4.68 3.01
H 4.69 4.05 0.43
H 5.67 2.98 1.39
H 7.51 4.31 0.93
H 6.54 5.69 0.31
H 7.46 1.70 -2.04
H 5.79 1.99 -1.39
H 6.35 1.25 0.71
H 7.78 2.21 0.81
H 8.75 -0.02 0.91
H 8.89 0.42 -0.72
H 6.31 -1.05 -0.07
H 8.01 -1.81 -0.43
H 7.05 -0.85 -1.55
H 5.94 5.68 -2.36
H 4.99 4.20 -2.19
H 5.90 3.15 -4.15
H 7.36 4.33 -4.24
H 6.06 4.94 -5.95
H 5.81 6.11 -4.71
H 3.69 4.12 -5.60
H 3.71 5.87 -5.78
H 3.51 5.19 -4.20
H 9.08 4.92 -0.72
H 8.89 5.08 -2.41
H 9.51 2.44 -2.49
H 9.74 2.54 -0.71
H 11.35 4.35 -2.45
H 11.91 2.79 -2.15
H 12.79 4.43 -0.79
H 12.06 3.32 0.26
H 11.16 4.79 0.19
N -2.35 1.75 1.38
S -3.18 2.78 2.13
O -2.48 3.68 2.99
O -4.61 2.48 2.34
F -3.34 3.80 0.88
S -2.54 0.59 2.67
O -3.72 -0.18 2.69
O -1.87 0.82 3.89
F -1.51 -0.58 2.15
N -2.94 -5.49 -2.89
S -1.81 -4.51 -2.73
O -0.53 -5.03 -3.19
O -1.87 -3.61 -1.60
F -2.28 -3.49 -3.91
S -2.91 -6.19 -1.33
O -3.94 -5.82 -0.41
O -1.55 -6.64 -0.91
F -3.57 -7.64 -1.76
N 1.33 -0.04 -1.02
S 2.91 -0.71 -1.00
O 3.49 -1.32 -2.16
O 3.55 -1.03 0.28
F 3.69 0.65 -1.24
S 0.83 -1.45 -0.74
O 0.95 -1.97 0.59
O 0.76 -2.45 -1.78
F -0.74 -0.96 -0.70
N -2.11 1.32 -3.84
S -2.40 -0.16 -4.52
O -1.53 -0.61 -5.58
O -3.66 -0.86 -4.36
F -1.54 -0.91 -3.41
S -2.84 1.96 -4.98
O -4.33 1.92 -5.04
O -2.16 2.08 -6.25
F -2.75 3.47 -4.46
```

Summary:
spin multiplicity: 2
highest occupied orbital energy (alpha / beta): -4.238 / -7.677 eV
DFT total energy: -223696.4626 eV

These are the Löwdin partial charges, in e, on atoms 1 to 8: -0.031, -0.232, -0.212, -0.159, -0.035, 0.174, 0.047, 0.058


(2)
C44H110N6O11 as an isolated structure at a distorted geometry, computed with the ωB97M-V functional and the def2-TZVPD basis.

```
171
Properties=species:S:1:pos:R:3
C 0.12 -3.42 3.97
C 1.10 -2.25 3.78
C 1.36 -1.44 5.12
C 2.22 -2.22 6.14
C 3.57 -2.61 5.42
C 3.41 -3.31 3.98
N 2.39 -2.56 3.18
O 2.39 -2.90 1.86
C 4.80 -3.16 3.20
C 2.97 -4.76 4.29
C 0.38 -1.18 3.03
H 0.19 -3.71 5.02
H 0.30 -4.15 3.19
H -0.89 -3.07 3.77
H 1.77 -0.44 5.01
H 0.50 -1.32 5.79
H 1.68 -3.12 6.43
H 2.34 -1.53 6.97
H 4.22 -3.21 6.06
H 4.13 -1.68 5.46
H 4.72 -3.67 2.25
H 5.09 -2.10 3.20
H 5.61 -3.70 3.71
H 2.14 -4.96 4.98
H 2.63 -5.16 3.34
H 3.82 -5.38 4.56
H 0.01 -1.55 2.07
H 1.16 -0.53 2.63
H -0.42 -0.72 3.61
H 2.85 -2.20 1.40
C -4.26 0.28 0.52
C -3.07 -0.28 1.36
C -1.77 0.39 0.92
C -0.62 0.17 1.96
C -1.09 0.55 3.44
C -2.41 0.05 3.90
N -3.40 0.05 2.77
O -4.56 -0.44 3.20
C -2.10 -1.47 4.20
C -2.95 0.77 5.16
C -2.79 -1.76 1.03
H -5.08 -0.41 0.70
H -4.04 0.14 -0.53
H -4.40 1.33 0.79
H -1.51 0.06 -0.08
H -2.06 1.44 0.83
H 0.34 0.61 1.69
H -0.29 -0.87 1.97
H -1.19 1.64 3.51
H -0.34 0.51 4.23
H -1.69 -1.55 5.21
H -2.98 -2.09 4.31
H -1.28 -1.91 3.61
H -2.23 0.66 5.97
H -3.07 1.84 4.97
H -3.89 0.38 5.53
H -2.73 -1.96 -0.04
H -3.53 -2.46 1.43
H -1.84 -2.17 1.37
H -5.15 0.24 2.87
C 3.53 4.55 2.80
C 2.13 4.62 2.06
C 2.40 5.60 0.87
C 1.26 5.40 -0.20
C 1.07 3.86 -0.49
C 0.82 2.94 0.69
N 1.80 3.25 1.72
O 2.00 2.19 2.71
C -0.69 3.03 1.11
C 1.10 1.50 0.11
C 1.14 5.28 3.09
H 4.25 3.85 2.38
H 3.48 4.19 3.83
H 4.07 5.49 2.95
H 2.52 6.61 1.25
H 3.41 5.39 0.51
H 1.73 5.95 -1.02
H 0.40 5.94 0.18
H 1.95 3.56 -1.07
H 0.28 3.83 -1.24
H -1.18 2.06 1.23
H -0.78 3.63 2.01
H -1.34 3.46 0.35
H 2.12 1.49 -0.27
H 1.00 0.66 0.80
H 0.45 1.22 -0.73
H 0.91 4.51 3.83
H 0.15 5.49 2.71
H 1.52 6.12 3.67
H 2.96 2.23 2.61
C 3.02 -2.78 -1.90
O 2.23 -2.72 -0.66
H 2.85 -3.62 -2.57
H 2.88 -1.83 -2.42
H 4.09 -2.75 -1.67
H 2.55 -3.43 -0.11
C -0.63 -3.60 0.92
O -1.27 -3.89 -0.32
H 0.16 -4.30 1.21
H -0.41 -2.54 1.03
H -1.29 -3.74 1.78
H -2.10 -4.32 -0.12
C -3.92 3.99 -3.62
O -3.22 2.89 -3.05
H -4.26 4.62 -2.81
H -3.18 4.44 -4.29
H -4.78 3.72 -4.24
H -2.72 2.46 -3.75
C -3.35 -2.54 -1.85
O -3.72 -1.19 -1.56
H -4.09 -3.29 -1.55
H -3.28 -2.72 -2.93
H -2.43 -2.69 -1.30
H -2.89 -0.70 -1.51
C 3.68 0.04 1.30
O 3.39 -1.28 1.09
H 4.74 0.24 1.10
H 3.05 0.67 0.68
H 3.51 0.35 2.34
H 3.17 -1.50 0.19
C -3.43 2.47 -6.39
C -3.11 1.70 -5.14
C -2.92 0.18 -5.41
O -2.57 -0.45 -4.19
C -2.64 -1.85 -4.41
N -1.95 2.30 -4.50
H -2.73 2.20 -7.18
H -3.21 3.53 -6.29
H -4.44 2.19 -6.70
H -3.91 1.70 -4.40
H -2.13 0.10 -6.16
H -3.86 -0.26 -5.74
H -2.24 -2.40 -3.55
H -1.86 -2.18 -5.10
H -3.57 -2.28 -4.79
H -1.14 2.38 -5.10
H -1.73 1.49 -3.93
C 0.38 -1.80 -6.66
C 0.92 -0.83 -5.54
C 1.96 0.15 -5.96
O 2.55 0.69 -4.74
C 3.61 1.62 -5.03
N -0.27 -0.21 -5.03
H -0.17 -2.63 -6.22
H 1.30 -2.19 -7.09
H -0.20 -1.14 -7.32
H 1.40 -1.44 -4.78
H 1.68 1.02 -6.54
H 2.70 -0.35 -6.58
H 4.08 1.45 -6.00
H 4.20 1.65 -4.11
H 3.15 2.60 -5.13
H -0.82 -0.97 -4.68
H -0.08 0.48 -4.32
C 0.39 -0.80 0.15
C -0.41 -1.06 -1.09
C 0.11 -0.26 -2.33
O -0.09 1.07 -2.03
C -1.43 1.54 -2.23
N -0.16 -2.45 -1.40
H 0.20 0.25 0.37
H 1.46 -0.90 -0.05
H 0.14 -1.47 0.98
H -1.47 -1.00 -0.84
H -0.36 -0.42 -3.30
H 1.18 -0.40 -2.48
H -1.72 2.59 -2.30
H -2.13 1.23 -1.46
H -1.82 1.23 -3.20
H -0.48 -3.10 -0.71
H 0.85 -2.55 -1.35
```

Summary:
highest occupied orbital energy: -6.966 eV
DFT total energy: -78826.4303 eV

These are the Löwdin partial charges, in e, on atoms 1 to 8: -0.004, -0.381, -0.107, -0.172, -0.120, -0.405, -0.088, -0.049